(1)
# BH18O7

A cluster of 8 separate species, BH18O7 in total (ωB97M-V with the def2-TZVPD basis set, the Open Molecules 2025 dataset).

```
26
Properties=species:S:1:pos:R:3:forces:R:3:lowdin_charge:R:1
B 0.492923 -0.427846 0.355615 1.27 2.69 0.61 -0.409
H 1.585923 -0.264846 -0.324385 -0.65 -0.38 0.77 -0.021
H 0.599923 0.201154 1.586615 -0.04 -1.25 -1.74 0.015
H -0.264077 0.318154 -0.252385 -0.49 0.07 -0.18 -0.065
H 0.085923 -1.520846 0.331615 -0.21 -1.09 0.27 -0.059
O 1.642923 2.436154 -1.618385 -2.52 -0.72 2.82 -0.040
H 2.238923 2.311154 -2.276385 2.99 0.04 -3.36 -0.043
H 1.556923 1.498154 -1.339385 -0.51 0.62 0.64 0.000
O -0.410077 -1.493846 -2.807385 0.91 2.27 0.83 -0.108
H -0.384077 -0.991846 -1.937385 -0.36 -1.09 -0.50 0.011
H 0.100923 -0.802846 -3.296385 -0.53 -1.02 -0.08 0.063
O 1.971923 -2.909846 -1.730385 0.25 -1.48 -2.97 -0.048
H 1.184923 -2.503846 -2.094385 -0.49 0.03 -0.50 -0.019
H 1.975923 -2.553846 -0.896385 0.26 1.38 3.43 -0.052
O 3.406923 -0.482846 2.739615 0.87 -0.37 0.70 -0.053
H 3.830923 0.282154 2.381615 0.98 0.77 -0.11 0.016
H 2.593923 -0.384846 2.282615 -1.98 -0.41 -0.66 -0.044
O -3.552077 0.331154 -0.178385 -0.71 0.23 -0.07 -0.052
H -4.421077 0.018154 -0.470385 0.59 0.10 -0.26 0.058
H -2.944077 0.369154 -0.922385 -0.09 -0.14 -0.10 0.050
O -0.918077 2.883154 1.862615 -1.31 -3.05 -0.64 -0.166
H -0.841077 1.819154 1.760615 -0.27 3.59 0.25 0.062
H -1.867077 3.088154 1.622615 1.64 -0.62 0.39 0.035
O -2.572077 -0.493846 2.154615 3.22 -1.21 -0.04 -0.092
H -1.864077 -0.603846 1.436615 -0.99 0.03 1.72 0.024
H -3.231077 -0.120846 1.629615 -1.85 1.02 -1.21 -0.063
```
Positions in Å, forces in eV/Å.

HOMO energy ... -6.4 eV
Multiplicity ... 1
Net charge ... -1

***

(2)
# C46H52N7PS2SiTi

A structure of composition C46H52N7PS2SiTi (ωB97M-V with the def2-TZVPD basis set, the Open Molecules 2025 dataset).

```
110
Properties=species:S:1:pos:R:3:forces:R:3:mulliken_spin:R:1
Ti -0.374112 0.499608 0.494044 -0.51 -0.98 1.59 0.832
S 2.467217 6.218078 -3.321465 0.18 0.37 -0.23 -0.001
N 3.094425 4.762502 -3.040647 -0.19 0.09 0.06 0.000
C 2.179723 4.104090 -2.348288 0.10 -0.47 0.14 -0.001
C 2.310600 2.730289 -1.877596 0.28 0.48 -0.17 -0.012
C 3.439214 1.949048 -2.121843 0.09 0.33 -0.21 0.008
C 3.456695 0.658946 -1.664595 0.08 -0.30 0.08 0.000
C 2.357795 0.184367 -0.963989 -0.13 -0.09 -0.09 0.017
N 1.279575 0.921308 -0.706225 0.73 0.25 -0.58 -0.064
C 1.258313 2.192180 -1.156486 -0.44 0.24 -0.02 -0.005
C 0.033550 2.962421 -0.902802 0.31 -0.42 -0.29 0.052
N -0.962568 2.308461 -0.274657 -0.26 1.26 -0.50 -0.026
C -2.114071 2.965639 -0.079975 0.15 -0.16 0.00 0.049
C -2.310083 4.277949 -0.479561 -0.27 -0.03 0.13 -0.008
C -1.298658 4.942138 -1.126602 0.10 0.23 -0.16 0.022
C -0.108548 4.264118 -1.361682 0.37 0.49 -0.18 -0.020
C 1.010178 4.850894 -2.091250 -0.40 -0.15 0.24 0.000
N 1.039996 6.075504 -2.591146 0.16 -0.14 -0.01 -0.002
H 4.268494 2.369838 -2.680449 -0.08 -0.02 0.05 0.000
H 4.297460 0.000816 -1.842143 -0.05 0.03 0.01 0.000
H 2.331919 -0.838741 -0.625698 0.01 -0.08 0.06 0.003
H -2.894053 2.409936 0.412828 -0.06 -0.03 0.06 0.005
H -3.264947 4.749795 -0.286997 0.05 -0.03 -0.01 0.000
H -1.410345 5.964411 -1.470498 0.01 -0.08 0.02 -0.001
N 2.885858 0.587971 2.263617 -0.14 -0.05 -0.05 0.011
P 1.727483 -0.667501 2.086081 0.06 0.23 0.15 0.043
C 1.346016 -1.092757 3.829087 -0.10 -0.03 -0.02 0.011
C 1.529639 -2.354060 4.390900 0.10 -0.02 0.04 0.000
C 1.221595 -2.582830 5.726978 0.00 0.00 -0.03 0.001
C 0.722523 -1.556304 6.514805 -0.02 0.04 -0.06 0.000
C 0.524351 -0.296985 5.960685 0.03 -0.04 -0.03 -0.001
C 0.826928 -0.067414 4.626875 -0.03 -0.03 0.03 0.008
C 2.802740 -2.029308 1.524925 0.08 -0.01 -0.04 -0.004
C 2.249981 -3.300078 1.343311 0.01 -0.01 -0.02 0.009
C 3.023537 -4.348763 0.869546 0.02 0.02 0.00 0.001
C 4.361091 -4.141923 0.557182 -0.02 -0.03 0.01 0.000
C 4.917756 -2.882040 0.716041 -0.03 0.05 0.01 0.001
C 4.144769 -1.830244 1.193810 -0.03 -0.08 -0.01 -0.001
C 2.501033 1.924549 2.331152 0.03 -0.11 -0.02 0.015
C 3.360706 2.868715 2.907992 0.07 -0.02 0.00 -0.001
C 2.948327 4.177818 2.982299 0.06 0.06 0.04 0.000
C 1.685353 4.526202 2.503985 0.08 0.00 0.03 0.000
C 0.914738 3.528510 1.960927 -0.08 -0.15 -0.02 0.008
N 1.309228 2.247570 1.843190 -0.17 0.15 -0.04 -0.031
H 3.690830 0.370722 2.833410 0.06 0.04 0.06 0.000
H 1.938323 -3.166647 3.804498 -0.01 0.04 0.01 -0.001
H 1.383897 -3.566614 6.152233 -0.02 0.06 -0.03 0.000
H 0.486128 -1.736517 7.556109 0.01 0.01 -0.03 0.000
H 0.125155 0.509274 6.563937 0.01 -0.03 -0.02 0.000
H 0.631480 0.911903 4.206756 0.03 0.02 -0.05 0.003
H 1.206712 -3.480032 1.573354 0.06 0.02 0.02 -0.001
H 2.578288 -5.327807 0.739553 0.02 0.04 0.01 0.000
H 4.966358 -4.960783 0.189954 -0.02 0.02 0.00 0.000
H 5.958520 -2.711784 0.468180 -0.04 -0.01 0.01 0.000
H 4.593926 -0.849770 1.284468 -0.01 -0.02 0.01 0.000
H 4.325098 2.557552 3.293104 -0.06 0.03 -0.03 0.000
H 3.593986 4.925006 3.427992 -0.02 -0.04 -0.02 0.000
H 1.306752 5.537041 2.570407 0.03 -0.05 0.01 0.000
H -0.089319 3.748441 1.618906 -0.01 -0.02 0.00 0.001
S -1.703148 1.369734 2.532537 0.07 -0.31 -0.17 -0.025
C -1.810608 -0.345021 2.747786 -0.04 -0.08 0.03 0.012
C -2.397999 -0.985246 3.846917 -0.04 0.12 0.08 -0.008
C -2.342203 -2.354143 3.939705 -0.01 -0.06 0.04 0.006
C -1.716391 -3.085384 2.925974 -0.06 -0.05 0.15 0.001
C -1.197211 -2.397813 1.863980 0.05 0.22 -0.03 0.052
N -1.238180 -1.054440 1.760670 -0.23 -0.53 0.06 0.002
H -2.861199 -0.374406 4.610561 0.00 -0.05 -0.01 0.000
H -2.776378 -2.862589 4.792328 0.01 0.03 -0.03 0.000
H -1.650588 -4.164586 2.957710 -0.02 0.04 0.01 0.000
H -0.737006 -2.915081 1.042048 0.01 -0.02 -0.07 -0.019
C -1.352019 -3.136335 -3.315642 0.01 -0.03 -0.07 -0.002
C -0.573421 -2.085331 -2.502464 0.04 -0.14 -0.10 -0.045
C 0.618058 -1.656762 -3.374015 0.07 -0.10 -0.08 0.008
C 0.033795 -2.827164 -1.306811 0.05 -0.15 0.02 0.019
Si -1.635246 -0.552512 -1.871790 0.07 -0.19 0.18 0.055
C -3.433770 -1.146907 -1.371883 -0.18 -0.02 -0.05 0.000
C -4.397868 -1.438004 -2.539750 -0.04 -0.03 0.04 -0.003
C -3.440151 -2.415724 -0.504355 -0.07 -0.04 0.04 0.009
C -4.072150 -0.047573 -0.504343 -0.16 0.01 0.00 -0.003
C -1.842188 0.633694 -3.428165 0.09 0.11 -0.16 -0.024
C -2.199279 -0.120224 -4.726774 -0.04 0.07 -0.06 -0.003
C -2.934496 1.698302 -3.232729 0.02 0.10 -0.05 -0.003
C -0.551102 1.422575 -3.744650 0.02 0.04 -0.04 0.005
H -0.678129 -3.965722 -3.578910 -0.06 0.10 0.03 0.000
H -1.747245 -2.737034 -4.250277 0.02 0.01 0.05 0.000
H -2.185938 -3.567772 -2.761577 0.03 0.04 -0.02 0.000
H 1.225932 -2.544061 -3.605684 -0.06 0.10 0.03 0.000
H 1.272792 -0.938091 -2.881819 0.01 0.00 0.06 -0.005
H 0.317459 -1.220581 -4.323557 0.01 -0.01 0.01 0.001
H 0.826030 -3.513436 -1.641936 -0.11 0.05 0.03 -0.002
H -0.714025 -3.430740 -0.789437 0.00 0.02 -0.04 0.004
H 0.484877 -2.151786 -0.571136 0.03 0.06 -0.02 0.037
H -4.044729 -2.245013 -3.184636 0.03 0.02 0.03 0.001
H -4.602065 -0.573400 -3.167926 0.05 0.00 0.02 0.000
H -5.362381 -1.761147 -2.123604 0.09 0.04 -0.04 0.000
H -2.873110 -3.247986 -0.922599 -0.02 0.05 0.00 0.000
H -4.476920 -2.762087 -0.393636 0.10 0.04 0.01 0.000
H -3.073499 -2.217149 0.497977 0.03 0.00 -0.01 -0.003
H -4.234782 0.882910 -1.053728 0.02 -0.05 0.02 -0.001
H -3.464657 0.177596 0.378148 0.02 -0.02 0.01 0.008
H -5.052937 -0.383164 -0.137505 0.08 0.03 -0.05 0.001
H -3.060977 -0.775049 -4.635132 -0.04 -0.01 0.04 0.000
H -1.370949 -0.713086 -5.109289 -0.01 -0.01 0.02 -0.001
H -2.435239 0.622822 -5.502028 0.01 -0.08 0.07 0.001
H -3.940266 1.285187 -3.206224 0.00 -0.03 0.00 0.000
H -2.902757 2.402855 -4.076120 0.00 -0.06 0.06 0.000
H -2.791454 2.282598 -2.322793 0.01 -0.03 -0.04 0.000
H 0.370848 0.858277 -3.601047 -0.05 0.03 -0.01 0.000
H -0.492760 2.332199 -3.147961 0.00 -0.03 0.00 0.000
H -0.569927 1.749092 -4.792935 -0.01 -0.02 0.08 0.000
```
Positions in Å, forces in eV/Å.

HOMO energy (spin up / spin down) ... -9.4 / -9.3 eV
Multiplicity ... 2
Net charge ... +1
Expectation value of S² ... 0.7619

***

(3)
# C12H30Cs2N2O4S

A structure of composition C12H30Cs2N2O4S (ωB97M-V with the def2-TZVPD basis set, the Open Molecules 2025 dataset).

```
51
Properties=species:S:1:pos:R:3:forces:R:3:lowdin_charge:R:1
Cs 6.060870 -2.671994 1.632497 -0.86 0.15 -0.52 1.056
Cs 5.407720 1.598286 -0.830663 -0.40 -0.22 -0.13 1.142
S 3.396470 -1.198554 -0.424503 -5.24 0.34 1.13 0.046
O 3.464590 -0.488304 -1.700703 0.39 0.80 -1.15 -0.499
O 4.388710 -0.618764 0.460567 4.48 1.42 2.34 -0.811
O 2.123730 -0.965314 0.317007 0.29 0.05 -1.28 -0.399
O 3.613140 -2.609744 -0.564843 1.38 -2.45 -0.36 -0.431
C 0.820490 3.407526 1.615017 -1.36 0.86 -0.60 -0.073
C 0.041930 3.853766 0.332017 1.35 -0.38 0.16 -0.254
N 1.034240 3.927736 -0.737363 0.46 1.07 -2.15 -0.192
C 1.647060 2.615626 -1.125523 -1.54 1.21 -0.22 -0.207
C 2.547300 2.614066 -2.395593 -0.30 -0.44 0.92 -0.135
C 0.539380 4.678466 -1.945783 0.03 0.12 1.56 -0.261
C -0.714080 4.203816 -2.661293 0.60 -0.64 -0.81 -0.094
H 1.701690 4.048926 1.629087 0.14 -0.23 0.24 0.071
H 1.074650 2.347836 1.638587 -0.01 0.11 -0.10 0.064
H 0.182590 3.651696 2.464467 0.18 -0.19 0.27 0.063
H -0.827160 3.234976 0.108707 -0.01 -0.70 -0.10 0.104
H -0.404530 4.842676 0.436087 0.34 0.25 0.29 0.110
H 2.155960 2.209376 -0.251393 0.43 0.04 -0.19 0.088
H 0.779820 1.961726 -1.217233 0.19 -0.76 -0.60 0.121
H 2.182290 2.895086 -3.383463 -0.86 -0.05 0.33 0.069
H 3.408450 3.273926 -2.290173 0.27 -0.02 0.36 0.028
H 2.814600 1.558586 -2.446683 0.51 -0.04 -0.26 0.028
H 1.299310 4.783756 -2.720073 0.33 -0.73 0.18 0.090
H 0.436380 5.740466 -1.722993 -0.34 0.10 0.81 0.102
H -0.523900 3.191576 -3.018073 0.06 -0.07 -0.41 0.067
H -0.688230 4.895166 -3.503593 -0.80 -0.28 -0.40 0.071
H -1.714320 4.117156 -2.236903 0.27 0.69 0.63 0.069
C -0.838790 -1.040564 1.355767 1.49 -1.16 1.00 -0.101
C -2.079700 -1.844564 1.700397 0.31 0.65 -1.25 -0.262
N -2.032160 -3.238984 1.154327 -0.49 1.23 1.25 -0.155
C -2.023820 -3.267934 -0.308083 -0.12 -0.78 -0.48 -0.249
C -1.703510 -4.690274 -0.842753 -0.62 -0.04 -0.06 -0.083
C -3.188000 -3.978634 1.780227 1.86 0.42 -3.22 -0.284
C -2.857400 -4.530104 3.094657 -0.06 0.81 1.31 -0.108
H -0.111420 -1.352604 2.105207 0.51 0.14 -0.12 0.068
H -0.868600 0.045186 1.447087 -0.56 -0.05 -0.24 0.068
H -0.375290 -1.358144 0.421737 -0.13 0.45 0.00 0.046
H -2.229520 -1.813584 2.779607 -0.03 -0.50 -0.03 0.102
H -2.864330 -1.218524 1.275497 -1.09 -0.49 -0.25 0.099
H -2.973600 -2.917904 -0.712433 -0.79 -0.30 -0.06 0.106
H -1.376470 -2.536104 -0.791273 0.64 -0.17 0.71 0.103
H -2.510680 -5.383764 -0.606853 -0.05 -0.04 0.37 0.046
H -1.684530 -4.782804 -1.928643 0.23 0.60 -0.15 0.063
H -0.783840 -5.138614 -0.466863 0.07 0.40 0.18 0.074
H -3.331060 -4.846504 1.136447 -0.38 0.08 -0.16 0.092
H -4.071910 -3.345444 1.703657 -0.35 -0.03 0.40 0.117
H -1.878560 -5.008864 3.122417 -0.42 -0.75 -0.40 0.085
H -3.759350 -5.109714 3.291227 0.52 -0.56 0.98 0.080
H -2.706610 -3.741124 3.831457 -0.53 0.10 0.28 0.062
```
Positions in Å, forces in eV/Å.

HOMO energy ... -7.0 eV
Multiplicity ... 1

***

(4)
# C3H5IO3

A cluster of 2 separate species, C3H5IO3 in total (ωB97M-V with the def2-TZVPD basis set, the Open Molecules 2025 dataset).

```
12
Properties=species:S:1:pos:R:3:forces:R:3:lowdin_charge:R:1
C -0.300018 -1.855242 0.073960 1.35 2.67 0.13 -0.725
C -0.131823 1.175391 0.281510 0.05 -0.08 0.21 -0.253
C 0.747076 -0.039583 0.377813 -0.66 -2.56 -0.89 -0.231
O 0.013176 -2.702930 -0.659052 0.02 0.14 0.16 0.006
O -0.568760 1.384738 -1.040117 -0.03 0.03 -0.27 -0.048
O 1.685015 -0.141854 -0.589416 0.21 0.22 0.12 0.008
I -2.107648 -1.847529 1.274858 -0.62 -0.18 0.36 0.668
H -0.948125 1.148333 1.004813 0.01 -0.08 -0.02 0.097
H 0.517915 2.030651 0.522042 -0.15 -0.15 0.07 0.139
H 1.155791 -0.272692 1.354523 -0.04 0.04 0.07 0.128
H -1.385691 0.899418 -1.189308 -0.06 -0.09 0.03 0.097
H 1.323092 0.221298 -1.411624 -0.07 0.04 0.04 0.114
```
Positions in Å, forces in eV/Å.

HOMO energy ... -8.5 eV
Multiplicity ... 1

***

The records above yield energy above the lowest of the compared OMol25 structures with the same formula, charge and spin values of 132.8, 29.6, 0.0, 116.4 kJ/mol, respectively.
The records above yield largest force on an atom values of 4.5, 1.9, 5.4, 3.0 eV/A, respectively.